Molecular formula: C25H41BrClNO4P2PdTe
Method: DFT, ωB97M-V/def2-TZVPD

Structure (XYZ):
```
77
Properties=species:S:1:pos:R:3:mulliken_charge:R:1
Pd -0.241 0.227 0.885 0.17
O -5.296 -3.270 3.444 -0.51
C -4.273 -2.554 2.971 0.79
C -4.382 -1.599 1.962 -0.69
C -3.244 -0.933 1.574 -0.69
N -2.024 -1.140 2.103 0.37
C -1.967 -2.058 3.053 -0.39
Br -0.280 -2.413 3.847 -0.05
C -3.024 -2.796 3.534 -0.46
H -6.130 -3.025 3.022 0.33
H -5.333 -1.374 1.494 0.40
H -3.307 -0.185 0.794 0.38
H -2.909 -3.527 4.321 0.57
C 1.204 3.803 -0.021 -1.30
C 0.755 3.127 -1.309 0.89
C 1.591 3.638 -2.494 -1.72
P 0.654 1.293 -1.173 1.08
C -0.610 0.776 -2.410 1.18
C -0.544 1.474 -3.775 -1.72
C -2.019 0.976 -1.838 -1.34
C 2.277 0.520 -1.536 1.66
C 2.750 0.469 -2.992 -1.64
C 3.353 1.096 -0.604 -1.85
H 1.135 4.887 -0.133 0.58
H 2.241 3.562 0.221 0.27
H 0.581 3.513 0.817 -0.05
H -0.291 3.398 -1.490 0.54
H 2.657 3.490 -2.323 0.31
H 1.430 4.715 -2.585 0.50
H 1.328 3.189 -3.446 0.31
H -0.445 -0.295 -2.536 -0.09
H -0.773 2.537 -3.689 0.36
H -1.305 1.039 -4.426 0.51
H 0.413 1.371 -4.278 0.37
H -2.269 2.037 -1.764 0.39
H -2.156 0.523 -0.859 -0.03
H -2.752 0.514 -2.502 0.47
H 2.096 -0.519 -1.247 -0.51
H 2.958 1.457 -3.396 0.28
H 2.034 -0.030 -3.644 0.30
H 3.680 -0.103 -3.035 0.47
H 3.712 2.059 -0.966 0.34
H 4.212 0.423 -0.573 0.43
H 3.001 1.247 0.420 0.23
C 1.730 -4.568 -2.869 -1.40
C 0.969 -3.302 -2.597 -0.05
O 1.383 -2.782 -1.267 0.06
P 0.351 -2.513 -0.131 0.20
O -0.796 -1.618 -0.497 -0.45
Te 1.834 -1.376 1.452 0.11
O -0.039 -3.857 0.528 -0.09
C -1.405 -4.433 0.590 0.15
C -1.541 -5.509 -0.451 -1.28
H 1.491 -4.918 -3.875 0.43
H 1.463 -5.349 -2.158 0.29
H 2.805 -4.395 -2.815 0.33
H -0.110 -3.456 -2.596 0.37
H 1.200 -2.510 -3.305 0.23
H -2.121 -3.624 0.464 0.15
H -1.484 -4.827 1.599 0.36
H -1.531 -5.102 -1.463 0.25
H -2.494 -6.022 -0.309 0.45
H -0.744 -6.246 -0.355 0.31
Cl 2.820 6.061 3.592 -0.15
C 1.829 4.681 3.445 0.41
C 0.444 4.841 3.291 -0.66
C -0.347 3.737 3.137 -0.40
C 0.206 2.421 3.169 0.99
C -0.616 1.288 3.090 -1.74
C 1.615 2.304 3.369 0.01
C 2.412 3.409 3.493 -0.96
H 0.022 5.838 3.289 0.45
H -1.418 3.853 3.017 0.42
H -0.257 0.371 3.538 0.42
H -1.689 1.430 3.097 0.45
H 2.052 1.316 3.459 0.47
H 3.479 3.320 3.652 0.47
```

Summary:
Max |F| ... 0.50 eV/A
Orbital gap (spin up / spin down) ... 7.4 / 6.4 eV
Multiplicity ... 5
Energy above the lowest of the compared OMol25 structures with the same formula, charge and spin ... 5.15 kcal/mol
Expectation value of S² ... 6.048
LUMO level (spin up / spin down) ... -5.2 / -8.2 eV
Total charge ... +2

***

Molecular formula: C16H28O11
Method: DFT, ωB97M-V/def2-TZVPD

Structure (XYZ):
```
55
Properties=species:S:1:pos:R:3:mulliken_charge:R:1
C -4.435 2.329 -1.244 -1.08
C -4.172 0.988 -0.529 -0.65
C -2.687 0.649 -0.408 -0.08
C -2.102 0.236 -1.747 -0.39
O -0.893 -0.483 -1.534 -0.18
C -0.229 -0.824 -2.726 -0.51
C 0.707 0.288 -3.172 -0.26
O 1.435 -0.053 -4.334 -0.46
C 0.682 -0.012 -5.534 -0.78
H -4.755 3.083 -0.528 0.33
H -3.537 2.710 -1.730 0.28
H -5.199 2.230 -2.012 0.29
H -4.624 1.010 0.461 0.38
H -4.667 0.184 -1.080 0.34
H -2.162 1.539 -0.049 0.26
H -2.513 -0.139 0.325 -0.01
H -1.907 1.123 -2.357 0.25
H -2.812 -0.410 -2.278 0.26
H 0.351 -1.735 -2.565 0.32
H -0.949 -1.047 -3.525 0.30
H 1.439 0.473 -2.386 0.28
H 0.163 1.228 -3.321 0.26
H 1.181 0.648 -6.243 0.27
H -0.333 0.352 -5.359 0.36
H 0.607 -1.013 -5.960 0.26
O -1.304 -0.590 4.240 -0.55
C -0.775 -1.165 3.347 0.58
O -1.231 -1.223 2.079 -0.31
C -0.215 -1.811 1.251 -0.20
C 0.588 -2.610 2.260 -0.35
O 0.378 -1.867 3.468 -0.26
H -0.676 -2.413 0.474 0.30
H 0.359 -1.012 0.785 0.19
H 0.201 -3.621 2.400 0.26
H 1.650 -2.657 2.036 0.32
O 3.308 -5.278 7.286 -0.52
C 2.469 -4.440 7.261 0.65
O 1.229 -4.574 7.791 -0.34
C 0.584 -3.295 7.769 -0.33
C 1.327 -2.581 6.658 -0.04
O 2.612 -3.218 6.700 -0.34
H -0.478 -3.419 7.573 0.30
H 0.721 -2.818 8.740 0.25
H 0.883 -2.750 5.679 0.06
H 1.435 -1.513 6.820 0.32
O 0.493 4.029 -2.182 -0.53
C 1.534 4.005 -2.751 0.72
O 1.783 4.614 -3.934 -0.34
C 3.187 4.532 -4.201 -0.36
C 3.599 3.327 -3.376 -0.21
O 2.634 3.343 -2.319 -0.32
H 3.352 4.409 -5.268 0.29
H 3.662 5.453 -3.862 0.26
H 3.499 2.389 -3.925 0.19
H 4.601 3.402 -2.962 0.31
```

Summary:
Max |F| ... 0.36 eV/A
Orbital gap ... 10.1 eV
Multiplicity ... 1
LUMO level ... 0.5 eV
SMILES ... CCCCOCCOC.O=C1OCCO1.O=C1OCCO1.O=C1OCCO1

***

Molecular formula: C13H26N3O3
Method: DFT, ωB97M-V/def2-TZVPD

Structure (XYZ):
```
45
Properties=species:S:1:pos:R:3:mulliken_charge:R:1
N 2.870 -0.054 1.773 -0.41
C 1.976 0.956 1.418 -0.22
C 1.585 1.260 -0.178 -0.45
C -0.001 1.621 -0.371 0.12
C -0.814 1.119 -1.703 -0.76
C -2.427 1.328 -1.315 -0.54
C -2.438 1.057 0.302 0.20
C -3.356 -0.142 0.939 -0.83
C -3.310 -1.566 0.131 -0.71
N -2.038 -1.827 -0.645 -0.46
C -3.252 2.408 0.858 -0.44
C -2.349 3.776 0.813 0.12
O -1.550 4.104 1.858 -0.49
O -2.284 4.716 -0.350 -0.45
N -0.962 1.149 0.740 -0.16
H 2.974 -0.075 2.832 0.24
H 1.462 1.601 2.278 0.28
H 2.251 2.200 -0.488 0.36
H 1.891 0.376 -0.882 0.28
H 0.029 2.799 -0.496 -0.05
H -0.506 1.550 -2.769 0.32
H -0.457 -0.015 -1.792 0.30
H -2.586 2.462 -1.642 0.25
H -3.145 0.548 -1.864 0.31
H -4.485 0.221 0.963 0.32
H -3.058 -0.312 2.072 0.37
H -4.299 -1.668 -0.493 0.33
H -3.368 -2.421 0.963 0.29
H -2.374 -2.255 -1.560 0.26
H -1.398 -2.494 -0.160 0.25
H -3.488 2.175 2.004 0.42
H -4.285 2.506 0.296 0.43
H -1.541 4.326 -0.925 0.34
H -0.759 1.608 1.655 0.59
H -0.654 0.150 0.923 0.58
C 4.673 -4.515 -1.019 -1.08
C 4.505 -3.019 -1.041 0.82
O 4.285 -2.416 -2.090 -0.57
C 4.616 -2.289 0.271 -0.94
H 4.568 -4.906 -2.037 0.30
H 5.669 -4.771 -0.647 0.32
H 3.903 -4.966 -0.389 0.31
H 5.609 -2.447 0.701 0.37
H 3.844 -2.642 0.959 0.28
H 4.473 -1.217 0.103 0.19
```

Summary:
Max |F| ... 8.86 eV/A
Orbital gap ... 8.2 eV
Multiplicity ... 1
Energy above the lowest of the compared OMol25 structures with the same formula, charge and spin ... 160.11 kcal/mol
LUMO level ... -3.3 eV
Total charge ... +1

***

Molecular formula: C38H30IMgN5O5S
Method: DFT, ωB97M-V/def2-TZVPD

Structure (XYZ):
```
81
Properties=species:S:1:pos:R:3:mulliken_charge:R:1
Mg -0.193 0.223 -0.201 1.16
C -3.451 0.315 -3.063 -1.43
C -2.331 -0.640 -3.332 0.71
N -2.131 -1.087 -4.544 -0.62
C -1.108 -1.939 -4.787 -1.21
C -0.246 -2.383 -3.824 1.57
C 0.855 -3.348 -4.170 -1.45
O 0.644 -4.654 -3.634 -0.54
C -0.417 -1.904 -2.500 -0.32
C 0.282 -2.479 -1.397 -0.23
N 0.314 -1.940 -0.218 0.73
C 0.792 -2.685 0.868 0.31
C 1.804 -3.647 0.771 -0.46
C 2.299 -4.297 1.885 -0.93
C 1.799 -4.009 3.145 -0.67
C 0.749 -3.111 3.267 -0.50
C 0.247 -2.482 2.141 0.03
I -1.482 -1.295 2.350 0.16
C -1.475 -0.991 -2.219 0.59
O -1.702 -0.542 -1.050 -0.92
H -4.004 0.514 -3.977 0.37
H -3.047 1.248 -2.661 0.19
H -4.117 -0.103 -2.304 0.33
H -0.999 -2.254 -5.821 0.40
H 1.804 -3.014 -3.747 0.35
H 0.973 -3.392 -5.256 0.44
H -0.132 -5.035 -4.054 0.34
H 0.692 -3.480 -1.549 0.97
H 2.225 -3.863 -0.203 0.32
H 3.093 -5.025 1.771 0.38
H 2.204 -4.492 4.024 0.43
H 0.300 -2.924 4.234 0.46
N 2.727 0.408 3.305 0.08
C 3.699 -0.388 2.735 0.65
C 4.893 -0.909 3.215 -1.29
C 5.677 -1.600 2.312 -0.55
C 5.288 -1.763 0.976 -0.92
C 4.091 -1.263 0.508 -0.78
C 3.275 -0.581 1.407 0.09
N 2.066 0.056 1.210 1.33
C 1.798 0.659 2.337 -0.23
C 0.731 1.636 2.434 -0.69
C 0.629 2.666 3.319 -0.48
S -0.683 3.674 2.886 -0.18
C -1.006 2.664 1.539 -0.38
N -0.211 1.648 1.436 0.33
H 2.701 0.741 4.252 0.23
H 5.204 -0.757 4.241 0.47
H 6.624 -2.008 2.639 0.42
H 5.944 -2.295 0.298 0.45
H 3.790 -1.393 -0.525 0.62
H 1.263 2.905 4.157 0.41
H -1.801 2.857 0.833 0.35
O 1.340 0.746 -1.373 0.28
C 1.267 1.950 -2.173 2.42
C -0.248 2.392 -2.080 -0.49
O -0.669 3.201 -2.894 -0.72
O -0.854 1.850 -1.107 -0.48
C 2.054 3.093 -1.560 -0.56
C 2.762 2.952 -0.373 -0.02
C 3.409 4.040 0.201 -0.86
C 3.359 5.283 -0.408 -0.55
C 2.669 5.426 -1.606 -0.84
C 2.025 4.344 -2.179 -0.20
C 1.702 1.597 -3.583 -0.20
C 3.031 1.747 -3.968 -0.40
C 3.453 1.310 -5.216 -0.82
C 2.550 0.720 -6.087 -0.66
C 1.224 0.567 -5.707 -0.78
C 0.802 1.001 -4.461 -0.42
H 2.248 0.422 -1.358 0.07
H 2.819 1.989 0.113 0.34
H 3.957 3.910 1.128 0.48
H 3.857 6.132 0.043 0.40
H 2.631 6.391 -2.094 0.44
H 1.468 4.461 -3.099 0.51
H 3.738 2.215 -3.293 0.47
H 4.488 1.434 -5.508 0.42
H 2.879 0.383 -7.062 0.40
H 0.509 0.111 -6.381 0.42
H -0.235 0.887 -4.172 0.47
```

Summary:
Max |F| ... 1.23 eV/A
Orbital gap ... 7.0 eV
Multiplicity ... 1
Energy above the lowest of the compared OMol25 structures with the same formula, charge and spin ... 13.36 kcal/mol
LUMO level ... -0.4 eV

***

Molecular formula: C19H43OP3PtS2
Method: DFT, ωB97M-V/def2-TZVPD

Structure (XYZ):
```
69
Properties=species:S:1:pos:R:3:mulliken_charge:R:1
Pt -0.176 1.203 -0.603 0.65
P 1.714 1.207 1.281 0.55
P -1.897 1.610 0.822 0.60
P 1.128 2.156 -2.293 0.55
H -0.553 -2.244 1.426 -0.34
C -0.008 -2.758 0.615 0.17
C 1.315 -2.729 0.581 -0.51
H 1.902 -2.562 1.498 0.30
C 1.677 0.286 2.902 -0.88
C 1.763 2.964 1.852 -1.11
C 3.409 0.837 0.688 -1.13
C -3.381 0.630 0.536 -1.02
C -1.681 1.803 2.601 -0.83
C -2.002 3.262 0.028 -1.33
C 2.525 1.203 -3.026 -1.24
C 1.717 3.766 -1.704 -1.29
C -0.244 2.363 -3.484 -1.13
H -0.643 -2.975 -0.268 0.27
H 1.874 -2.725 -0.366 0.18
H 1.782 -0.793 2.708 0.05
H 0.740 0.444 3.457 0.26
H 2.503 0.587 3.581 0.49
H 0.808 3.235 2.321 0.30
H 1.931 3.615 0.986 0.26
H 2.565 3.132 2.586 0.49
H 3.454 -0.223 0.424 0.31
H 4.182 1.023 1.449 0.48
H 3.658 1.437 -0.193 0.31
H -4.280 1.253 0.659 0.46
H -3.381 -0.197 1.263 0.36
H -3.341 0.213 -0.478 0.32
H -2.241 2.696 2.912 0.51
H -0.629 1.916 2.897 0.01
H -2.093 0.919 3.104 0.19
H -2.806 3.824 0.505 0.53
H -2.180 3.132 -1.052 0.40
H -1.038 3.788 0.141 0.33
H 2.209 0.890 -4.025 0.47
H 2.739 0.310 -2.422 0.38
H 3.450 1.799 -3.107 0.44
H 1.906 4.399 -2.574 0.53
H 2.640 3.663 -1.111 0.36
H 0.937 4.221 -1.071 0.33
H -0.078 1.708 -4.336 0.41
H -0.334 3.401 -3.824 0.42
H -1.192 2.075 -3.009 0.35
C -0.405 -2.180 -3.588 0.74
C -1.633 -2.138 -4.328 -0.47
C -1.787 -3.021 -5.388 -0.54
C -0.838 -4.012 -5.643 -0.35
C 0.216 -4.223 -4.724 -0.58
C 0.385 -3.374 -3.668 -0.27
S 0.253 -0.906 -2.676 0.12
H -0.883 0.001 0.304 0.12
H -2.416 -1.416 -4.040 0.43
H -2.686 -2.968 -6.028 0.42
H -0.976 -4.711 -6.467 0.44
H 0.884 -5.086 -4.837 0.43
H 1.140 -3.543 -2.878 0.30
C -1.663 -1.473 5.984 -1.21
S -1.133 -1.489 4.268 0.99
C -0.387 -3.123 4.127 -0.93
O -2.408 -1.453 3.460 -0.33
H -0.774 -1.650 6.599 0.45
H -2.425 -2.249 6.126 0.45
H -2.082 -0.477 6.190 0.41
H -0.892 -3.774 4.857 0.45
H -0.518 -3.485 3.101 0.30
H 0.681 -3.013 4.371 0.42
```

Summary:
Max |F| ... 3.67 eV/A
Orbital gap (spin up / spin down) ... 7.1 / 5.5 eV
Multiplicity ... 5
Expectation value of S² ... 6.038
LUMO level (spin up / spin down) ... -11.6 / -14.9 eV
Total charge ... +4

***

Molecular formula: C2H4N2OS
Method: DFT, ωB97M-V/def2-TZVPD

Structure (XYZ):
```
10
Properties=species:S:1:pos:R:3:mulliken_charge:R:1
C 2.092 -0.150 -0.700 0.14
C -1.127 -0.143 0.162 0.32
N -0.953 1.104 0.664 -0.43
N -0.159 -1.018 0.274 -0.56
O 2.947 -0.908 -0.801 -0.22
S -2.716 -0.477 -0.552 -0.32
H 1.769 0.728 -1.029 0.36
H 0.012 1.344 1.078 0.22
H -1.715 1.448 1.226 0.24
H -0.151 -1.927 -0.322 0.27
```

Summary:
Max |F| ... 5.14 eV/A
Orbital gap (spin up / spin down) ... 7.8 / 5.2 eV
Multiplicity ... 1
Energy above the lowest of the compared OMol25 structures with the same formula, charge and spin ... 115.49 kcal/mol
LUMO level (spin up / spin down) ... -0.5 / -2.1 eV